# 1
The following is a quantum chemistry calculation of a 12-piece molecular cluster, C35H87Cl4F3N4O26P5 overall in a non-equilibrium geometry, from the Open Molecules 2025 dataset.

```
! RIJCOSX wB97M-V def2-TZVPD def2/J DEFGRID3
* xyz -1 1
C -0.5926 0.0203 -0.8128
O -1.4214 0.7881 0.0606
O -1.3320 -0.3447 -1.8516
C 0.7430 0.7806 -1.1567
F 1.5697 0.8861 -0.0827
F 1.4684 0.1872 -2.1304
F 0.5250 2.0807 -1.5521
C -1.0311 0.9491 1.4023
C -1.9449 1.9882 1.9980
H -2.9040 1.4939 2.1850
H -1.5013 2.3230 2.9359
H -2.1812 2.8251 1.3431
H -0.0115 1.3259 1.5573
H -1.0700 0.0230 1.9912
H -0.1697 -0.8088 -0.2168
C -5.2030 0.9627 0.0063
C -4.8375 2.2595 -0.6918
O -5.5268 3.2618 -0.4834
N -3.5706 2.3025 -1.1537
C -3.0579 3.4711 -1.8175
H -4.3989 0.6887 0.6945
H -5.4686 0.1450 -0.6635
H -6.0129 1.1334 0.7164
H -3.0100 1.4907 -0.9183
H -3.7808 4.2249 -2.1244
H -2.6852 3.1574 -2.7991
H -2.3007 3.9982 -1.2403
C -0.2749 2.1260 -4.7056
C -0.4456 0.8679 -5.5223
O 0.0155 0.8127 -6.6619
N -1.0927 -0.1433 -4.9300
C -1.3257 -1.4086 -5.5893
H -1.0370 2.8675 -4.9577
H 0.6621 2.5855 -5.0188
H -0.2891 1.9925 -3.6259
H -1.3265 -0.0455 -3.9482
H -2.3534 -1.4196 -5.9689
H -1.3910 -2.2253 -4.8670
H -0.5489 -1.5528 -6.3334
C -0.4590 8.2121 -0.6402
C -0.8384 6.8198 -0.1996
O -1.9918 6.4264 -0.3682
N 0.0964 6.0562 0.3551
C -0.2366 4.7758 0.9712
H 0.6065 8.4324 -0.5506
H -1.0411 8.9925 -0.1576
H -0.6839 8.2445 -1.7080
H 1.0422 6.3668 0.4866
H -0.9410 4.9311 1.7871
H 0.6310 4.2672 1.3884
H -0.6208 4.1134 0.1973
C -3.8641 -3.0268 -2.0151
C -4.5369 -2.0387 -2.9359
O -5.6028 -2.3444 -3.4815
N -3.9452 -0.8599 -3.1134
C -4.3924 0.2014 -4.0146
H -3.6454 -4.0202 -2.3943
H -4.4857 -3.1271 -1.1222
H -2.9506 -2.5665 -1.6229
H -3.0355 -0.6977 -2.6946
H -3.4686 0.7285 -4.2497
H -5.0741 0.8846 -3.5087
H -4.8245 -0.1964 -4.9295
C 7.3257 -2.1848 -5.0145
O 6.2870 -3.1413 -5.0199
P 5.3947 -3.4441 -3.7499
O 6.1247 -3.6620 -2.5102
O 4.3227 -2.2277 -3.8092
C 4.5719 -1.0630 -3.0413
O 4.5847 -4.7282 -4.2668
C 3.9421 -5.5431 -3.2789
H 6.9760 -1.1509 -4.9750
H 7.8856 -2.1703 -5.9513
H 8.0382 -2.4272 -4.2267
H 5.5796 -0.6705 -3.1876
H 4.4880 -1.2588 -1.9669
H 3.7831 -0.3282 -3.1976
H 4.6218 -6.3712 -3.0764
H 3.0201 -5.9720 -3.6701
H 3.7009 -4.9393 -2.4045
C -2.5629 -4.5443 5.3185
O -1.7502 -3.6099 4.6396
P -1.4054 -2.1493 5.1247
O -0.6850 -1.2880 4.1565
O -2.7501 -1.4563 5.6492
C -3.5964 -0.8927 4.6326
O -0.6070 -2.3958 6.4931
C 0.7126 -2.8776 6.5020
H -2.9153 -5.2382 4.5579
H -3.3742 -4.0661 5.8732
H -2.0407 -5.1142 6.0940
H -3.0073 -0.3081 3.9238
H -4.2823 -0.2172 5.1366
H -4.1094 -1.6755 4.0752
H 0.7081 -3.9694 6.4057
H 1.1901 -2.6422 7.4511
H 1.3550 -2.5422 5.6842
C 4.5876 1.2266 0.1123
O 5.8477 1.3517 -0.5780
P 6.7444 2.6543 -0.4319
O 6.8855 3.1643 0.9337
O 8.0864 2.1625 -1.1336
C 8.1761 1.7010 -2.4730
O 6.1245 3.6889 -1.4689
C 6.5917 5.0237 -1.5686
H 4.2330 2.1159 0.6334
H 4.8433 0.4608 0.8473
H 3.8856 0.9259 -0.6602
H 8.7488 2.4357 -3.0437
H 7.2181 1.6691 -2.9956
H 8.6747 0.7357 -2.4841
H 7.0544 5.2330 -2.5363
H 7.3203 5.2536 -0.7923
H 5.7424 5.7059 -1.5450
C 1.4164 -1.7866 2.1655
O 2.5599 -1.9178 1.3487
P 2.6715 -2.9644 0.1632
O 2.0914 -4.2912 0.4799
O 2.0122 -2.1488 -1.0268
C 1.4388 -2.8248 -2.1407
O 4.2277 -2.9540 -0.1836
C 5.1854 -3.5125 0.6976
H 0.4661 -2.0505 1.7074
H 1.4391 -0.7541 2.5187
H 1.5224 -2.3522 3.0953
H 0.3472 -2.7890 -2.0679
H 1.5354 -3.9127 -2.2176
H 1.7599 -2.3681 -3.0715
H 6.2037 -3.2280 0.4410
H 5.0519 -4.5923 0.6049
H 5.1251 -3.2683 1.7624
C -5.0498 -5.5813 0.7589
O -4.7938 -4.3066 1.3609
P -3.3371 -4.0257 1.9419
O -2.9380 -4.9520 3.0233
O -2.4761 -4.0038 0.5923
C -1.2414 -3.2908 0.6642
O -3.4268 -2.5053 2.4091
C -3.9197 -1.4530 1.5617
H -4.1682 -6.2080 0.6237
H -5.5644 -5.4605 -0.1908
H -5.6852 -6.1177 1.4653
H -1.3387 -2.2692 0.2814
H -0.4585 -3.7824 0.0914
H -0.8596 -3.1544 1.6792
H -3.3273 -0.5506 1.7057
H -4.9615 -1.2914 1.8304
H -3.8068 -1.7110 0.5078
Cl -5.3344 2.6328 3.7819
C -5.7720 4.1757 3.0230
C -4.6188 4.8859 2.3476
Cl -3.2978 5.2692 3.4817
H -6.0988 4.8346 3.8277
H -6.5787 4.0037 2.3151
H -4.9299 5.8386 1.9274
H -4.1933 4.2627 1.5634
Cl 1.2501 3.2413 4.0044
C 0.9773 2.6639 5.6842
C 0.0641 1.4371 5.6727
Cl -0.4808 1.0696 7.3291
H 0.5793 3.5136 6.2330
H 1.9653 2.4477 6.0830
H 0.6647 0.5939 5.3478
H -0.8131 1.6243 5.0629
*
```

Calculated values
E_LUMO in eV: 1.82



# 2
The following is a quantum chemistry calculation of C35H89Ba2N2O44P9 as an isolated structure in a non-equilibrium geometry, from the Open Molecules 2025 dataset.

```
! RIJCOSX wB97M-V def2-TZVPD def2/J DEFGRID3
* xyz 2 1
Ba 0.7529 -4.5878 -0.6038
Ba -2.4984 4.3010 1.2949
C -1.6651 -0.5809 1.4684
C -1.6444 0.8617 1.2189
C -0.6875 1.4285 0.0634
O -0.8032 2.6208 -0.2378
C 0.1269 0.3925 -0.5713
C 0.1077 -0.9425 -0.2311
C -0.8493 -1.4499 0.8106
O -0.8291 -2.6767 1.2282
O 0.8612 -1.6591 -1.0031
O -2.3335 1.6873 1.7330
H -2.3347 -0.8179 2.2820
H 0.8469 0.6861 -1.3208
C -3.3631 -2.8559 3.9128
N -4.8491 -2.5739 3.7631
O -5.4982 -3.2907 2.9616
O -5.2990 -1.5492 4.3115
H -2.9512 -3.1618 2.9510
H -3.2533 -3.6855 4.6112
H -2.8710 -1.9216 4.1829
C 1.2160 0.0057 -4.3060
N 0.3884 0.3682 -5.4643
O -0.5104 1.1415 -5.2859
O 0.7526 -0.0263 -6.5744
H 2.2273 -0.1865 -4.6644
H 0.7663 -0.8888 -3.8750
H 1.1364 0.8634 -3.6381
C 3.7251 3.7691 3.3799
O 2.3665 4.1052 3.5628
P 1.2750 3.6775 2.4218
O -0.1080 4.2558 2.5219
O 2.1541 4.1253 1.1015
C 2.1411 5.4137 0.5040
O 1.4274 2.0540 2.4807
C 0.6890 1.2196 3.4905
H 4.0080 2.9857 4.0830
H 4.1886 4.7424 3.5410
H 4.0040 3.4896 2.3639
H 1.1803 5.9221 0.4233
H 2.3714 5.3004 -0.5554
H 2.8186 6.1423 0.9491
H 1.2799 1.2084 4.4064
H 0.6235 0.2307 3.0369
H -0.3428 1.5439 3.6256
C -5.6980 -5.9496 -0.6655
O -4.3206 -5.7717 -0.5219
P -3.4393 -4.8004 -1.4658
O -1.9703 -4.6968 -1.1842
O -3.8114 -5.3333 -2.9522
C -3.3748 -6.5857 -3.4246
O -4.1477 -3.3598 -1.4115
C -4.2791 -2.7382 -0.1133
H -5.9473 -6.8195 -1.2732
H -6.0709 -5.1110 -1.2535
H -6.3581 -6.0032 0.2002
H -3.5230 -6.5045 -4.5014
H -3.9825 -7.4200 -3.0742
H -2.3483 -6.8159 -3.1392
H -3.3324 -2.2752 0.1652
H -4.4746 -3.5101 0.6311
H -5.1087 -2.0316 -0.0921
C -2.6389 1.4092 5.1248
O -2.2457 2.6391 5.7556
P -2.9266 4.1002 5.3646
O -3.0659 4.2858 3.9144
O -4.3301 4.1207 6.2639
C -5.1890 5.1742 5.9076
O -2.0141 5.1519 6.1788
C -0.8711 5.5540 5.5441
H -3.6781 1.1409 5.3150
H -2.0883 0.5028 5.3764
H -2.4986 1.5037 4.0480
H -5.0891 5.8247 6.7765
H -6.2241 4.8325 5.9061
H -5.0453 5.7568 4.9976
H -0.5423 4.7668 4.8656
H -0.0135 5.6076 6.2147
H -1.0058 6.5041 5.0270
C 2.9552 -0.7039 1.5541
O 4.0580 -1.5827 1.5815
P 4.0772 -3.1591 1.1843
O 2.7269 -3.7002 0.8422
O 5.1677 -3.3710 -0.0373
C 6.5512 -3.0447 0.2095
O 4.7926 -3.8214 2.5300
C 4.2079 -3.7841 3.8133
H 3.0442 -0.0281 0.7036
H 2.8062 -0.2269 2.5228
H 2.0170 -1.2542 1.4842
H 7.2077 -3.7489 -0.3016
H 6.7808 -3.0313 1.2750
H 6.6154 -2.0601 -0.2535
H 3.9892 -4.7073 4.3499
H 3.2797 -3.2161 3.8760
H 4.8764 -3.0995 4.3354
C 0.0101 -4.5531 3.9343
O -1.1301 -5.2956 3.5223
P -0.9385 -6.5740 2.5241
O -0.5575 -6.2734 1.1177
O 0.1327 -7.4335 3.3461
C -0.0907 -7.7555 4.6622
O -2.3891 -7.3529 2.7532
C -3.5697 -6.5912 2.7531
H 0.0171 -3.4999 3.6536
H 0.9743 -4.9757 3.6520
H 0.0668 -4.5029 5.0217
H 0.7328 -7.4789 5.3205
H -0.1710 -8.8398 4.5849
H -1.1110 -7.5166 4.9623
H -3.5086 -5.5565 2.4156
H -4.0195 -6.5936 3.7460
H -4.2895 -7.0586 2.0812
C 3.6290 2.2933 -1.2655
O 3.2628 2.3888 -2.5963
P 4.2977 3.0453 -3.7687
O 4.9312 4.3441 -3.4588
O 3.2628 3.0460 -5.0600
C 3.0307 4.2438 -5.7192
O 5.1840 1.7729 -4.1273
C 6.4166 1.6168 -3.4703
H 2.9923 2.9811 -0.7091
H 4.6656 2.4770 -0.9831
H 3.3158 1.3029 -0.9352
H 3.7387 5.0310 -5.4600
H 2.0089 4.5163 -5.4549
H 3.0641 4.1507 -6.8047
H 6.4132 0.7236 -2.8455
H 6.7531 2.5389 -2.9965
H 7.1684 1.2658 -4.1773
C -7.1848 3.8677 -2.2596
O -5.8792 4.2141 -1.9339
P -4.6710 3.1437 -1.9484
O -3.4281 3.5884 -1.2640
O -4.4809 2.7364 -3.5408
C -3.1838 2.6804 -4.1244
O -5.4110 1.8172 -1.3561
C -4.6579 0.6811 -1.0710
H -7.8217 3.8040 -1.3773
H -7.3475 3.0134 -2.9167
H -7.6318 4.6108 -2.9200
H -3.1092 3.6418 -4.6326
H -3.0422 1.8902 -4.8617
H -2.3415 2.5549 -3.4439
H -5.1992 -0.1443 -1.5335
H -4.5011 0.5635 0.0012
H -3.6534 0.8135 -1.4728
C 0.2677 4.2035 -2.5762
O -0.6521 5.2817 -2.7995
P -0.8282 6.3958 -1.6241
O -1.1180 5.7402 -0.3269
O 0.4907 7.3209 -1.6559
C 1.2881 7.3835 -2.8428
O -1.9608 7.3979 -2.2513
C -2.2311 8.6728 -1.6794
H -0.2683 3.2830 -2.8076
H 0.5895 4.0281 -1.5497
H 1.1384 4.3042 -3.2241
H 1.4173 8.3961 -3.2248
H 0.8258 6.8259 -3.6573
H 2.2985 7.0896 -2.5586
H -1.8565 8.7385 -0.6579
H -3.3048 8.8314 -1.5789
H -1.7510 9.4724 -2.2435
C 3.8520 -6.2704 -5.0215
O 4.2844 -4.9543 -4.6895
P 4.2520 -4.5088 -3.1410
O 2.9208 -4.5595 -2.4771
O 4.8996 -3.0568 -3.2025
C 4.0749 -1.8869 -3.0027
O 5.4449 -5.3610 -2.4919
C 6.6935 -5.4427 -3.0897
H 4.2476 -6.5359 -6.0018
H 2.8020 -6.5623 -5.0002
H 4.3735 -6.9858 -4.3856
H 4.3182 -1.3209 -2.1035
H 3.0100 -2.0773 -2.8692
H 4.2769 -1.1395 -3.7699
H 7.0368 -6.4634 -3.2583
H 7.3740 -5.0531 -2.3325
H 6.7999 -4.8464 -3.9959
*
```

Calculated values
E_LUMO in eV: -3.76



# 3
The following is a quantum chemistry calculation of a 11-piece molecular cluster, C35H93N2O12S10 overall in a non-equilibrium geometry, from the Open Molecules 2025 dataset.

```
! RIJCOSX wB97M-V def2-TZVPD def2/J DEFGRID3
* xyz 1 1
C 1.2482 -3.8930 3.3220
C 0.8745 -2.7004 2.4085
C 0.6883 -3.1523 0.9745
C -0.0727 -2.2026 0.0531
O -1.2711 -1.7553 0.6990
C -1.3496 -0.3764 0.8775
C -2.5391 -0.1652 1.7920
N -2.8688 1.2780 1.9733
C -3.8385 1.8171 0.9256
C -3.1869 2.5376 -0.2344
C -4.9378 2.6223 1.6295
C -4.6122 4.1061 1.8361
C -1.6415 2.1175 2.2019
C -0.3886 1.6709 1.4419
C 0.8012 2.3318 2.1755
O 2.0394 1.8613 1.7378
C 2.6089 2.6771 0.7128
C 3.3157 3.9404 1.2769
N -0.1783 0.2318 1.4936
H 1.9794 -3.5750 4.0552
H 0.3688 -4.1789 3.9006
H 1.6056 -4.7434 2.7586
H 1.6753 -1.9677 2.5145
H -0.0196 -2.2446 2.8299
H 0.0931 -4.0679 1.0194
H 1.6394 -3.4536 0.5425
H 0.5386 -1.3956 -0.3455
H -0.3962 -2.7996 -0.8011
H -1.4609 0.1263 -0.0907
H -2.2339 -0.5196 2.7760
H -3.4076 -0.7531 1.5145
H -3.3847 1.3090 2.8517
H -4.3298 0.9486 0.5026
H -2.4050 1.9574 -0.7124
H -2.8436 3.5359 0.0199
H -3.9700 2.6642 -0.9796
H -5.8326 2.5727 1.0196
H -5.2151 2.1747 2.5852
H -5.4289 4.6015 2.3513
H -3.7022 4.2368 2.4178
H -4.5170 4.6184 0.8836
H -1.4102 2.0186 3.2630
H -1.8566 3.1679 2.0550
H -0.3452 2.0313 0.4159
H 0.7432 3.4240 2.1110
H 0.7215 2.0706 3.2353
H 1.8171 2.9858 0.0299
H 3.3489 2.0846 0.1875
H 3.0502 4.7838 0.6401
H 3.0235 4.1303 2.3041
H 4.3868 3.7931 1.1927
H -0.0897 -0.0616 2.4636
C 0.4095 5.7211 -2.1482
S 2.0983 5.1159 -2.0726
O 2.8843 6.0843 -1.2561
C 2.4610 5.4440 -3.7970
H -0.0223 5.6515 -1.1492
H 0.4036 6.7576 -2.4783
H -0.1629 5.1075 -2.8388
H 2.3130 6.5038 -4.0057
H 1.8090 4.8412 -4.4289
H 3.5019 5.1702 -3.9776
C 5.8861 7.1882 -4.3997
S 6.7526 5.6905 -4.8909
O 5.9681 4.5413 -4.3554
C 8.1610 5.9309 -3.8007
H 4.9412 7.2223 -4.9382
H 5.6967 7.1683 -3.3258
H 6.4881 8.0570 -4.6655
H 7.8173 5.9967 -2.7683
H 8.6870 6.8415 -4.0865
H 8.8239 5.0758 -3.9145
C -9.0062 0.5385 -0.6084
S -7.4832 0.1423 0.2557
O -6.3773 0.8585 -0.4432
C -7.4119 -1.5792 -0.2523
H -9.2162 1.5948 -0.4549
H -8.8859 0.3376 -1.6727
H -9.8187 -0.0591 -0.1964
H -7.3955 -1.6397 -1.3403
H -8.2775 -2.1075 0.1461
H -6.5010 -2.0150 0.1535
C 3.0720 -2.5619 -4.5431
S 3.3393 -4.0558 -3.5758
O 2.8158 -5.1932 -4.3846
C 2.1097 -3.6796 -2.3248
H 3.7244 -2.6031 -5.4129
H 2.0312 -2.5136 -4.8652
H 3.3256 -1.6908 -3.9380
H 1.1305 -3.5500 -2.7894
H 2.4123 -2.7743 -1.8023
H 2.0767 -4.5086 -1.6211
C 4.0137 -7.2686 -6.2322
S 5.5283 -7.5999 -5.3303
O 6.6270 -6.8889 -6.0402
C 5.6452 -9.3376 -5.7858
H 3.7790 -6.2173 -6.1119
H 4.1574 -7.5030 -7.2884
H 3.2044 -7.8669 -5.8148
H 5.6812 -9.4301 -6.8713
H 4.7850 -9.8742 -5.3856
H 6.5593 -9.7391 -5.3531
C -3.6209 6.0535 -5.5719
S -1.9456 5.4076 -5.4893
O -1.1557 6.3490 -4.6456
C -1.5238 5.7519 -7.2015
H -4.0622 5.9730 -4.5808
H -3.5945 7.0988 -5.8787
H -4.2015 5.4623 -6.2798
H -1.6387 6.8175 -7.3983
H -2.1710 5.1701 -7.8574
H -0.4878 5.4589 -7.3586
C -5.1667 -1.6466 5.6850
S -4.5155 -0.0001 5.9509
O -4.2181 0.5813 4.6000
C -2.9463 -0.5192 6.6506
H -6.1412 -1.5550 5.2104
H -4.4946 -2.2100 5.0376
H -5.2792 -2.1542 6.6416
H -2.4199 -1.1557 5.9387
H -3.1300 -1.0593 7.5785
H -2.3560 0.3713 6.8579
C 5.8524 -4.1814 1.6315
S 5.3594 -5.3976 2.8608
O 3.8845 -5.2726 3.0209
C 6.1130 -4.5649 4.2658
H 5.4424 -4.4821 0.6698
H 5.4548 -3.2039 1.9049
H 6.9412 -4.1504 1.5724
H 5.7006 -3.5600 4.3603
H 7.1928 -4.5224 4.1238
H 5.8855 -5.1410 5.1602
C 4.5212 0.0573 -0.7797
S 5.3721 -1.4573 -1.2464
O 4.5808 -2.5841 -0.6755
C 6.7925 -1.2138 -0.1739
H 3.5698 0.0865 -1.3086
H 4.3420 0.0597 0.2963
H 5.1244 0.9187 -1.0690
H 6.4584 -1.1218 0.8599
H 7.3285 -0.3167 -0.4829
H 7.4424 -2.0805 -0.2763
C -8.8289 -2.8577 7.0714
S -7.8021 -4.2010 7.6856
O -6.5100 -4.1398 6.9432
C -8.7658 -5.5267 6.9510
H -8.3785 -1.9177 7.3852
H -8.8757 -2.8999 5.9828
H -9.8277 -2.9420 7.4986
H -8.8145 -5.3896 5.8708
H -9.7668 -5.5263 7.3820
H -8.2707 -6.4678 7.1799
*
```

Calculated values
E_LUMO in eV: -1.62